Entry 1:
Below is the molecule C9H7ClO2S, with properties calculated with ωB97M-V with the def2-TZVPD basis set.

XYZ file:
```
20
Properties=species:S:1:pos:R:3:forces:R:3:lowdin_spin:R:1
C -0.489 -1.564 0.210 -1.291 2.901 -0.130 -0.015
C -1.821 -1.241 0.347 1.302 -3.777 0.317 0.071
C 0.674 -0.706 -0.074 -0.504 -1.358 0.878 0.114
C -2.116 1.149 0.049 -0.262 0.243 -0.416 0.563
C 0.748 0.646 -0.120 0.531 -0.423 0.173 0.539
C -2.498 -0.047 0.127 -1.856 0.320 -0.159 0.107
C 3.039 -0.456 -0.194 -1.303 1.101 0.325 0.133
C 2.012 -1.357 -0.126 1.733 2.101 -0.718 0.021
C -1.863 2.523 -0.067 2.488 0.476 -1.257 0.118
O 2.726 2.385 -0.356 1.198 1.595 -1.205 0.006
O 2.194 -2.671 -0.174 0.802 -1.601 -0.245 -0.001
S 2.380 1.210 0.385 -1.129 -2.696 0.473 0.055
Cl -4.401 -0.344 -0.042 0.693 0.117 0.035 0.216
H -0.249 -2.542 0.430 0.506 -2.033 0.349 -0.003
H -2.484 -2.124 0.621 0.912 1.259 -0.352 0.006
H 4.082 -0.591 -0.466 -0.188 -0.033 0.289 0.009
H -1.308 2.763 0.823 0.388 0.603 0.546 0.019
H -1.138 2.680 -0.930 -0.848 -0.077 0.969 0.013
H -2.650 3.219 -0.177 -1.320 0.466 -0.065 0.029
H 3.162 -2.933 -0.266 -1.851 0.816 0.192 0.001
```
Forces are in eV/Å.

As for the expectation value of S²: 2.04. The value obtained for the HOMO-LUMO gap (spin up / spin down) is 0.275 / 0.241 Ha. The value obtained for the energy above the lowest of the compared OMol25 structures with the same formula, charge and spin is 0.969 eV. Its net charge is 0. The calculation puts the HOMO energy (spin up / spin down) at -8.25 / -8.76 eV. As for the multiplicity: 3.

=====

Entry 2:
Below is a structure of composition C31H55BrNP3Pd, with properties calculated with ωB97M-V with the def2-TZVPD basis set.

XYZ file:
```
92
Properties=species:S:1:pos:R:3:forces:R:3:lowdin_spin:R:1
N 2.831 1.914 -9.301 -0.846 -0.950 3.884 0.735
C 3.875 1.834 -8.483 1.120 0.368 -1.461 0.075
C 3.708 1.517 -7.125 -0.713 -0.094 -0.233 0.066
C 2.413 1.327 -6.555 0.687 0.601 -1.299 -0.012
C 1.341 1.439 -7.484 1.301 0.026 -0.025 0.062
C 1.601 1.686 -8.849 -1.034 0.379 -0.961 0.075
C 2.257 1.038 -5.098 -1.030 -0.262 0.139 0.075
Pd 0.531 1.100 -0.508 -0.582 -0.081 2.278 0.831
P -1.938 -3.436 2.218 -0.635 -0.660 -0.018 0.593
C 1.011 0.950 -4.520 0.128 -0.063 -1.465 -0.028
C 0.767 0.334 -3.236 1.301 0.396 1.370 0.078
C -0.272 -0.559 -3.071 -1.259 -1.494 -0.500 0.073
C -0.283 -1.502 -2.036 -0.151 -1.755 -0.372 0.064
C 0.855 -1.673 -1.205 2.047 2.093 0.252 0.137
C 1.850 -0.577 -1.141 -1.825 -0.765 -2.022 -0.019
C 1.700 0.442 -2.160 0.935 -1.476 -0.418 -0.021
Br 1.657 -3.192 -0.394 -1.049 0.222 -0.475 0.047
H 3.198 0.785 -4.542 -1.098 0.312 -0.535 0.002
H 0.051 1.092 -5.093 1.378 0.081 0.317 -0.002
H 4.643 1.422 -6.585 -0.170 0.101 0.230 0.007
H 0.313 1.305 -7.188 -0.085 -0.023 -0.226 0.006
H 4.848 2.051 -8.962 -0.364 -0.228 0.601 0.016
H 0.777 1.729 -9.572 0.269 -0.040 0.224 0.015
H -0.976 -0.758 -3.918 0.390 0.503 0.977 0.001
H 2.519 1.088 -2.333 0.844 0.677 0.026 -0.001
H -1.067 -2.303 -2.116 0.927 0.824 0.332 0.001
H 2.792 -0.793 -0.631 -0.400 0.579 -0.063 -0.003
P -1.670 1.313 0.425 -1.496 0.912 -0.452 0.165
C -0.497 -4.529 1.998 1.301 0.480 -0.629 0.082
C -0.609 -6.075 2.022 -0.260 0.501 0.135 0.034
H 0.319 -4.204 2.696 -0.780 -0.058 -0.453 0.000
H -0.124 -4.260 0.953 -0.671 -0.167 1.426 0.017
H 0.424 -6.440 1.858 -0.695 -0.044 0.161 0.003
H -0.989 -6.390 3.006 0.169 -0.267 -0.550 0.000
H -1.254 -6.404 1.189 0.250 -0.131 0.572 0.000
C -3.338 -3.899 1.102 -0.382 0.314 -0.610 0.072
C -4.653 -4.548 1.659 0.364 0.232 0.132 0.027
H -2.950 -4.600 0.323 0.157 0.640 0.586 0.000
H -3.580 -2.927 0.574 0.104 -0.992 0.489 0.016
H -5.342 -4.634 0.789 0.381 -0.006 0.711 0.003
H -4.440 -5.560 2.064 -0.254 0.719 -0.222 0.000
H -5.119 -3.905 2.434 0.186 -0.512 -0.451 0.000
C -2.283 -2.561 3.825 0.228 0.429 -0.005 0.078
C -2.000 -3.318 5.185 -0.104 0.371 -0.782 0.027
H -3.348 -2.223 3.822 0.758 -0.268 -0.313 0.001
H -1.641 -1.629 3.707 -0.676 -1.019 0.382 0.018
H -2.024 -2.508 5.952 0.055 -0.880 -0.356 0.003
H -2.835 -4.044 5.357 1.002 0.540 0.024 0.000
H -0.991 -3.801 5.163 -0.973 0.294 0.237 0.001
C -2.220 1.986 2.061 0.558 -0.035 0.583 0.018
C -2.889 3.371 2.110 -0.044 0.298 -0.134 0.004
H -1.315 1.990 2.686 -0.443 0.011 0.024 0.002
H -2.904 1.241 2.503 0.347 0.150 -0.265 0.001
H -2.162 4.185 1.957 -0.275 -0.318 0.066 0.000
H -3.690 3.487 1.365 0.233 -0.105 0.287 0.000
H -3.353 3.514 3.104 0.301 -0.091 -0.470 0.001
C -2.883 -0.066 0.171 0.184 -0.597 0.143 0.038
C -3.641 -0.070 -1.158 -0.097 0.053 -0.170 0.004
H -3.590 -0.056 1.020 0.309 0.172 -0.376 0.004
H -2.307 -0.998 0.270 -0.114 0.087 0.019 0.015
H -4.140 0.893 -1.330 0.048 -0.383 -0.007 0.000
H -2.966 -0.268 -2.004 -0.237 0.087 0.194 0.000
H -4.414 -0.855 -1.150 0.295 0.293 -0.005 0.001
C -2.110 2.572 -0.874 0.033 -0.421 0.179 0.036
C -1.049 3.676 -0.967 -0.051 0.207 -0.340 0.028
H -3.123 2.974 -0.693 0.453 -0.186 -0.197 0.007
H -2.116 2.000 -1.817 -0.196 0.212 0.308 0.002
H -0.960 4.018 -2.008 -0.010 0.022 0.348 0.001
H -1.290 4.548 -0.348 0.172 -0.257 -0.038 0.001
H -0.039 3.325 -0.665 -0.117 0.150 0.017 0.010
C 2.639 3.490 0.794 0.253 0.583 -0.236 0.001
C 3.265 2.265 1.420 -1.092 -1.015 -0.235 0.026
P 1.856 1.085 1.921 2.509 1.268 1.230 0.253
C 2.907 -0.327 2.558 -0.893 -0.450 -0.492 0.039
C 4.088 -0.032 3.490 0.176 0.312 0.112 0.016
C 1.264 1.915 3.513 -0.685 -0.554 -0.891 0.038
C 2.301 2.720 4.287 0.226 0.196 0.144 0.015
H 2.105 3.226 -0.129 0.106 0.110 0.027 0.000
H 3.423 4.203 0.535 -0.159 0.094 -0.109 0.000
H 1.931 4.013 1.450 0.167 -0.187 -0.029 0.000
H 3.856 1.682 0.697 0.032 0.333 0.155 0.000
H 3.900 2.505 2.288 -0.398 -0.267 -0.448 0.005
H 2.203 -0.988 3.072 0.064 -0.216 -0.116 0.000
H 3.246 -0.848 1.655 0.023 -0.064 0.178 0.000
H 3.761 0.199 4.513 0.088 -0.079 -0.395 0.000
H 4.727 -0.924 3.552 -0.239 0.229 -0.084 0.003
H 4.708 0.794 3.120 -0.093 -0.318 0.195 0.001
H 0.420 2.542 3.199 0.204 0.045 0.300 0.001
H 0.857 1.090 4.117 -0.025 0.267 -0.066 0.000
H 2.847 3.426 3.646 -0.263 -0.154 0.358 0.001
H 1.777 3.309 5.051 0.124 -0.149 -0.149 0.003
H 3.023 2.074 4.801 -0.226 0.305 -0.205 0.000
```
Forces are in eV/Å.

As for the expectation value of S²: 6.06. The value obtained for the HOMO-LUMO gap (spin up / spin down) is 0.253 / 0.201 Ha. The value obtained for the energy above the lowest of the compared OMol25 structures with the same formula, charge and spin is 0.000 eV. Its net charge is +4. The calculation puts the HOMO energy (spin up / spin down) at -18.18 / -18.99 eV. As for the multiplicity: 5.

=====

Entry 3:
Below is the ion C4H5NO3P with charge -1, with properties calculated with ωB97M-V with the def2-TZVPD basis set.

XYZ file:
```
14
Properties=species:S:1:pos:R:3:forces:R:3:lowdin_charge:R:1
C -0.266 1.003 -0.550 -0.966 -3.459 -1.346 -0.159
C -0.087 -0.455 -2.026 -0.855 3.095 2.509 -0.364
C 1.131 -0.999 -0.106 0.595 -1.164 -0.738 -0.623
C -1.691 0.620 0.026 -0.707 4.515 -0.267 -0.243
N 0.536 0.088 0.343 0.302 0.696 -0.457 -0.426
O -0.577 -0.673 -3.098 0.481 -0.053 0.376 0.033
O 1.867 -1.772 0.489 -0.171 0.206 -0.426 -0.004
O 0.836 -1.272 -1.454 0.305 -0.678 0.209 0.066
P 0.869 0.678 1.901 -1.311 -0.115 0.759 0.849
H -1.717 0.943 1.141 -0.076 -0.428 -1.751 0.030
H -1.987 -0.374 -0.044 -0.371 -1.994 -0.086 0.010
H -2.486 1.268 -0.538 1.156 -1.111 1.083 0.070
H 1.990 1.394 1.635 1.348 0.855 -0.313 -0.136
H 1.582 -0.448 2.282 0.271 -0.363 0.448 -0.105
```
Forces are in eV/Å.

The value obtained for the HOMO-LUMO gap is 0.267 Ha. The value obtained for the energy above the lowest of the compared OMol25 structures with the same formula, charge and spin is 1.854 eV. Its net charge is -1. The calculation puts the HOMO energy at -3.32 eV.

=====

Entry 4:
Below is a cluster of 2 separate species, CH2NO3S in total, with properties calculated with ωB97M-V with the def2-TZVPD basis set.

XYZ file:
```
8
Properties=species:S:1:pos:R:3:forces:R:3:lowdin_charge:R:1
C 2.497 0.202 -0.803 -0.417 0.573 0.259 -0.108
N 1.706 0.778 -0.170 2.725 -0.714 -1.327 0.019
O -2.590 -0.470 -0.022 0.138 -0.740 0.448 -0.547
O -0.009 -1.043 0.090 -2.594 -3.188 0.919 -0.464
O -0.929 1.260 0.522 -0.067 -1.236 -0.555 -0.578
S -1.283 0.094 -0.379 0.621 1.796 -0.004 0.601
H -0.486 -1.965 0.268 1.297 2.967 -0.541 0.079
H 1.093 1.144 0.494 -1.703 0.541 0.799 -0.003
```
Forces are in eV/Å.

The value obtained for the HOMO-LUMO gap is 0.307 Ha. The value obtained for the energy above the lowest of the compared OMol25 structures with the same formula, charge and spin is 1.569 eV. Its net charge is -1. The calculation puts the HOMO energy at -4.18 eV.

=====

> What is the energy above the lowest of the compared OMol25 structures with the same formula, charge and spin in the fourth record?

1.569 eV

=====

> What is the net charge in the first record?

0